Here is a structure of composition C21H15BF5IrN4O6S from the Open Molecules 2025 dataset. Energies are from ωB97M-V with the def2-TZVPD basis set.

Positions of all 54 atoms, in Å:
Ir 0.017 1.476 -0.026
O -2.180 1.026 1.151
S -2.143 -0.384 0.771
O -2.220 -1.402 1.772
N -0.751 -0.422 -0.061
C 0.170 -1.456 -0.154
C 0.039 -2.729 -0.517
C 1.155 -3.596 -0.872
C 2.332 -3.214 -1.392
C 2.744 -1.841 -1.687
C 3.686 -1.537 -2.666
C 3.961 -0.215 -2.991
C 3.290 0.792 -2.320
N 2.425 0.528 -1.337
C 2.199 -0.732 -1.046
C -3.423 -0.634 -0.408
C -3.933 0.458 -1.096
C -4.912 0.243 -2.053
C -5.366 -1.044 -2.308
C -4.854 -2.125 -1.603
C -3.877 -1.924 -0.642
H -0.962 -3.134 -0.587
H 0.960 -4.660 -0.818
H 3.019 -3.985 -1.723
H 4.184 -2.344 -3.189
H 4.677 0.030 -3.762
H 3.440 1.839 -2.555
H -3.572 1.454 -0.877
H -5.323 1.083 -2.596
H -6.132 -1.205 -3.055
H -5.224 -3.124 -1.794
H -3.487 -2.748 -0.058
F 0.270 4.027 1.683
C 0.308 2.819 2.226
C 1.387 2.004 2.091
N 1.533 0.880 2.883
C 2.671 -0.014 2.761
C 2.227 -1.406 2.305
O 2.743 -2.439 2.508
O 1.415 -0.891 0.072
C 0.598 0.535 3.850
O 0.748 -0.427 4.564
N -0.498 1.369 3.930
C -0.771 2.512 3.192
O -1.738 3.198 3.378
H 2.258 2.332 1.536
H 3.159 -0.148 3.729
H 3.378 0.436 2.065
H -1.207 1.080 4.592
F 0.257 5.244 -0.864
B 0.311 4.014 -1.421
F 1.300 3.170 -0.682
F 0.619 3.971 -2.744
F -0.909 3.258 -1.156

Atoms 1-2, force components in eV/Å:
0.4 -0.2 0.0
-0.1 -0.1 0.0

The spin multiplicity is 5. The LUMO energy (spin up / spin down) is -0.4 / -1.4 eV. The calculated total energy is -68204.7198 eV. The value obtained for the largest force on an atom is 0.91 eV/Å. Its expectation value of S² is 6.012. The HOMO energy (spin up / spin down) comes out at -7.9303 / -8.6162 eV.

***

Here is a structure of composition C25H40DyN3O5P2 in a non-equilibrium geometry from the Open Molecules 2025 dataset. Energies are from ωB97M-V with the def2-TZVPD basis set.

Positions of all 76 atoms, in Å:
C 3.585 -1.582 -2.202
C 2.869 -0.654 -1.432
N 1.558 -0.433 -1.700
C 0.932 -1.039 -2.735
C 1.603 -1.993 -3.507
C 2.941 -2.262 -3.233
C 3.583 0.094 -0.291
P 2.535 0.699 1.092
Dy 0.101 0.828 -0.181
P -1.244 0.926 -2.564
C -0.569 -0.764 -3.013
C -0.220 3.003 0.859
C -0.592 2.775 2.180
C -1.385 3.748 2.843
C -1.677 4.960 2.202
C -1.291 5.179 0.878
C -0.589 4.164 0.189
O 4.717 2.516 -1.015
O 2.536 4.086 -0.650
H 4.620 -1.786 -1.941
H 1.058 -2.512 -4.290
H 3.477 -3.007 -3.813
C 2.289 -0.680 2.247
C 3.280 2.061 2.039
H -0.749 -0.864 -4.095
H -1.153 -1.532 -2.468
H 4.126 1.008 -0.724
H 4.325 -0.596 0.141
C -3.050 0.784 -2.408
C -0.971 2.004 -4.001
H -0.328 1.833 2.700
H -1.783 3.540 3.838
H -2.249 5.723 2.716
H -1.556 6.097 0.345
H -0.380 4.294 -0.877
H 1.916 3.316 -0.942
H 2.004 4.567 0.010
H 3.950 3.153 -0.865
H 5.007 2.659 -1.916
H 1.100 2.320 -1.063
H 3.216 -0.961 2.771
H 1.536 -0.342 2.979
H 1.862 -1.540 1.705
H 4.223 1.775 2.534
H 3.437 2.931 1.379
H 2.538 2.353 2.802
H -1.597 1.728 -4.865
H -1.224 3.024 -3.665
H 0.096 1.981 -4.272
H -3.540 0.692 -3.386
H -3.336 -0.053 -1.757
H -3.380 1.707 -1.909
C -0.304 -4.339 2.535
C -1.506 -3.443 2.767
C -2.217 -2.795 1.543
C -2.731 -3.768 0.435
C -1.730 -4.577 -0.378
C -3.478 -2.107 2.116
O -4.339 -2.720 2.734
N -3.656 -0.745 1.916
C -2.835 0.099 1.185
O -3.162 1.223 0.834
N -1.611 -0.428 0.850
C -1.275 -1.731 0.946
O -0.137 -2.009 0.495
H -0.574 -5.276 2.037
H 0.120 -4.598 3.516
H 0.465 -3.812 1.957
H -2.241 -3.991 3.373
H -1.178 -2.597 3.393
H -3.458 -4.456 0.891
H -3.317 -3.153 -0.269
H -1.170 -5.286 0.240
H -2.287 -5.158 -1.128
H -1.028 -3.924 -0.914
H -4.515 -0.339 2.255

Atoms 1-2, force components in eV/Å:
-0.3 0.1 0.1
-0.3 -0.1 0.2

The spin multiplicity is 6. The LUMO energy (spin up / spin down) is 0.2 / 0.2 eV. The calculated total energy is -83943.8869 eV. The value obtained for the largest force on an atom is 2.03 eV/Å. Its expectation value of S² is 9.333. The HOMO energy (spin up / spin down) comes out at -6.7197 / -6.7453 eV.

***

Here is a structure of composition C8H14HgN3O3S in a non-equilibrium geometry from the Open Molecules 2025 dataset. Energies are from ωB97M-V with the def2-TZVPD basis set.

Positions of all 30 atoms, in Å:
C -2.740 0.689 -2.052
Hg -2.315 0.751 -0.100
N -1.086 1.628 1.745
N -2.375 3.848 -0.227
H -0.277 2.071 1.282
H -4.080 1.002 0.151
H -3.308 -0.245 -2.073
H -1.935 0.756 -2.798
H -3.405 1.571 -1.998
H -1.450 4.275 -0.130
H -2.923 4.205 0.555
H -2.779 4.272 -1.060
H -1.563 2.301 2.348
H -0.731 0.789 2.286
O -0.891 -2.739 1.345
S 0.016 -1.537 1.374
O 0.128 -0.863 2.632
N -0.358 -0.497 0.139
C 0.584 -0.299 -0.848
O 0.439 0.483 -1.785
C 1.755 -1.186 -0.518
C 2.935 -1.354 -1.267
C 3.904 -2.238 -0.754
C 3.715 -2.931 0.463
C 2.520 -2.766 1.188
C 1.562 -1.895 0.643
H 3.038 -0.811 -2.207
H 4.833 -2.397 -1.320
H 4.483 -3.604 0.848
H 2.305 -3.279 2.138

Atoms 1-2, force components in eV/Å:
-0.2 0.5 -2.8
-0.6 0.3 2.5

The spin multiplicity is 1. The calculation puts the energy above the lowest of the compared OMol25 structures with the same formula, charge and spin at 46.0 kcal/mol. The LUMO energy is 2.9 eV. The calculated total energy is -34144.2802 eV. The value obtained for the largest force on an atom is 5.11 eV/Å. Its total charge is -1. The HOMO energy comes out at -2.1400 eV.

***

Here is the molecule C5H7NS2 in a non-equilibrium geometry from the Open Molecules 2025 dataset. Energies are from ωB97M-V with the def2-TZVPD basis set.

Positions of all 15 atoms, in Å:
C 0.307 3.448 0.477
C 0.594 2.080 0.783
N 0.010 0.935 0.125
C -1.107 0.788 -0.957
C -0.871 -0.751 -0.665
S 0.060 -1.810 -1.860
C 0.053 -0.387 0.526
S 0.594 -1.085 1.926
H 0.756 4.362 0.990
H -0.194 3.660 -0.461
H 0.861 1.769 1.722
H -0.874 1.287 -1.947
H -2.194 1.010 -0.417
H -1.777 -1.363 -0.144
H -0.971 -2.021 -2.644

Atoms 1-2, force components in eV/Å:
1.7 -3.1 0.5
-3.6 3.5 -2.4

The spin multiplicity is 1. The calculation puts the energy above the lowest of the compared OMol25 structures with the same formula, charge and spin at 67.3 kcal/mol. The LUMO energy is 0.0 eV. The calculated total energy is -28455.9484 eV. The value obtained for the largest force on an atom is 5.54 eV/Å. The HOMO energy comes out at -8.5643 eV.

***

Here is the ion C5H10N3O with charge +1 in a non-equilibrium geometry from the Open Molecules 2025 dataset. Energies are from ωB97M-V with the def2-TZVPD basis set.

Positions of all 19 atoms, in Å:
C -0.007 -0.379 1.523
C 0.188 0.456 -1.205
C 0.764 1.274 -0.182
C 2.413 1.142 -0.178
C -2.337 -1.340 -0.934
N 0.432 0.858 1.203
N -1.661 -0.461 -0.048
N -1.025 -1.026 0.911
O 0.096 0.004 -2.298
H 0.454 -0.798 2.415
H 0.453 2.337 -0.307
H 2.773 1.643 0.654
H 2.761 1.460 -1.160
H 2.718 0.160 0.022
H -2.294 -0.917 -2.053
H -2.042 -2.322 -0.892
H -3.434 -1.351 -0.690
H 0.959 1.250 1.919
H -1.210 -1.990 1.300

Atoms 1-2, force components in eV/Å:
-1.3 -1.3 0.4
-2.8 -2.8 -3.9

The spin multiplicity is 1. The calculation puts the energy above the lowest of the compared OMol25 structures with the same formula, charge and spin at 114.1 kcal/mol. The LUMO energy (spin up / spin down) is -4.6 / -4.6 eV. The calculated total energy is -11853.8317 eV. The value obtained for the largest force on an atom is 5.58 eV/Å. Its total charge is +1. The HOMO energy (spin up / spin down) comes out at -11.8110 / -11.8058 eV.

***

Here is the molecule C21H27N3O in a non-equilibrium geometry from the Open Molecules 2025 dataset. Energies are from ωB97M-V with the def2-TZVPD basis set.

Positions of all 52 atoms, in Å:
C 2.557 2.961 6.191
C 1.451 2.754 5.032
C 0.472 1.720 5.701
C 1.030 3.838 4.298
C 0.451 3.422 3.087
C 1.092 2.514 2.311
C 0.442 2.215 1.006
C 1.391 1.132 0.205
C 0.942 1.014 -1.198
N 1.021 -0.597 -1.333
C -0.047 -1.258 -0.712
C -1.384 -1.498 -1.342
N -1.121 -1.927 -2.850
C -2.264 -2.573 -3.554
C -3.518 -2.327 -3.221
C -4.606 -2.914 -3.978
C -4.170 -3.537 -5.044
C -2.703 -3.604 -5.530
N -2.062 -3.143 -4.540
C 0.303 -2.220 -3.229
C 0.832 -1.025 -2.766
C 2.345 0.611 0.776
C 2.746 0.661 2.259
C 1.881 1.622 2.959
O 2.442 1.803 4.261
H 1.929 3.529 6.827
H 3.369 3.640 5.634
H 2.968 2.185 6.604
H -0.218 2.226 6.407
H 0.957 1.055 6.158
H -0.001 1.374 4.769
H 1.961 4.467 3.898
H 0.527 4.485 4.943
H -0.662 3.097 3.344
H 0.151 4.305 2.581
H -0.369 2.579 0.541
H 1.603 1.253 -1.944
H -0.124 1.368 -1.439
H 0.114 -2.184 -0.316
H -0.251 -0.545 0.253
H -1.751 -0.530 -1.491
H -2.185 -1.887 -0.707
H -3.924 -1.720 -2.263
H -5.588 -2.746 -3.797
H -5.025 -3.830 -5.806
H -2.510 -4.067 -6.262
H 0.081 -2.254 -4.300
H 0.619 -3.105 -2.563
H 1.835 -0.783 -3.302
H 0.351 -0.063 -3.329
H 2.981 -0.327 0.295
H 3.593 0.202 2.440

Atoms 1-2, force components in eV/Å:
-2.3 7.5 -5.6
6.7 -7.5 6.1

The spin multiplicity is 1. The calculation puts the energy above the lowest of the compared OMol25 structures with the same formula, charge and spin at 391.0 kcal/mol. The LUMO energy is 0.2 eV. The calculated total energy is -28716.6436 eV. The value obtained for the largest force on an atom is 18.07 eV/Å. The HOMO energy comes out at -7.5804 eV.

***

Here is the molecule C3H7FN2S in a non-equilibrium geometry from the Open Molecules 2025 dataset. Energies are from ωB97M-V with the def2-TZVPD basis set.

Positions of all 14 atoms, in Å:
C -1.653 -1.455 -0.034
N -1.353 -0.029 -0.068
C -0.127 0.350 0.002
C 0.133 1.822 -0.093
F -1.076 2.449 0.065
N 1.040 -0.450 0.139
S 2.617 0.218 -0.110
H -1.067 -1.968 -0.806
H -2.705 -1.621 -0.224
H -1.368 -1.896 0.963
H 0.837 2.134 0.695
H 0.512 2.103 -1.056
H 0.958 -1.301 -0.425
H 3.254 -0.355 0.950

Atoms 1-2, force components in eV/Å:
1.0 0.0 0.8
1.6 -0.3 0.1

The spin multiplicity is 1. The calculation puts the energy above the lowest of the compared OMol25 structures with the same formula, charge and spin at 24.8 kcal/mol. The LUMO energy is 0.6 eV. The calculated total energy is -19756.1055 eV. The value obtained for the largest force on an atom is 1.66 eV/Å. The HOMO energy comes out at -9.3215 eV.

***

Here is a cluster of 6 separate species, C36H44IN6O5P in total in a non-equilibrium geometry from the Open Molecules 2025 dataset. Energies are from ωB97M-V with the def2-TZVPD basis set.

Positions of all 93 atoms, in Å:
C -5.719 -1.040 2.782
P -5.152 0.585 3.457
O -4.364 1.388 2.223
C -3.921 0.047 4.732
C -2.601 -0.349 4.481
I -1.765 -0.455 2.538
C -1.739 -0.696 5.511
C -2.166 -0.690 6.827
C -3.466 -0.305 7.080
C -4.346 0.063 6.067
C -5.721 0.492 6.494
O -6.725 0.170 5.909
C -5.724 1.338 7.733
C -6.534 2.451 7.866
C -6.440 3.199 9.025
O -7.200 4.347 9.206
C -5.570 2.854 10.052
C -4.771 1.732 9.905
N -3.816 1.350 10.936
C -4.348 0.568 11.718
O -4.857 -0.199 12.399
C -4.841 0.968 8.744
C -3.984 -0.236 8.487
O -3.763 -1.090 9.312
H -6.405 -0.902 1.950
H -4.838 -1.630 2.510
H -6.200 -1.564 3.608
H -4.702 1.016 1.398
H -0.720 -0.967 5.266
H -1.529 -0.964 7.656
H -7.215 2.740 7.075
H -6.682 5.076 8.845
H -5.505 3.474 10.934
C 3.492 0.251 -0.134
C 3.115 -0.663 1.027
C 2.071 -1.711 0.625
C 0.833 -1.071 0.170
N -0.134 -0.566 -0.189
H 2.636 0.822 -0.481
H 4.256 0.964 0.180
H 3.885 -0.321 -0.964
H 2.731 -0.062 1.855
H 4.006 -1.172 1.390
H 1.834 -2.357 1.472
H 2.452 -2.338 -0.182
C 0.160 2.973 -3.739
C 1.472 3.735 -3.895
C 2.605 2.862 -4.446
C 2.874 1.737 -3.543
N 3.086 0.868 -2.823
H 0.253 2.155 -3.022
H -0.624 3.636 -3.374
H -0.168 2.555 -4.694
H 1.765 4.146 -2.928
H 1.322 4.579 -4.570
H 3.516 3.451 -4.553
H 2.340 2.467 -5.428
C 3.405 3.597 -9.910
C 2.391 3.083 -8.895
C 1.519 4.198 -8.305
C 2.346 5.188 -7.605
N 2.996 5.951 -7.047
H 4.112 4.289 -9.452
H 3.981 2.770 -10.325
H 2.908 4.110 -10.735
H 2.919 2.566 -8.090
H 1.742 2.348 -9.375
H 0.801 3.783 -7.596
H 0.961 4.704 -9.093
C 6.217 -4.633 -2.762
C 5.223 -5.151 -1.729
C 4.368 -4.038 -1.118
C 5.195 -3.042 -0.429
N 5.839 -2.262 0.113
H 6.938 -3.946 -2.317
H 6.780 -5.460 -3.196
H 5.703 -4.112 -3.574
H 5.769 -5.674 -0.942
H 4.563 -5.879 -2.201
H 3.663 -4.458 -0.400
H 3.795 -3.530 -1.896
C -0.598 -3.584 -4.240
C 0.736 -2.871 -4.427
C 1.817 -3.776 -5.031
C 2.078 -4.926 -4.159
N 2.286 -5.816 -3.463
H -0.512 -4.416 -3.541
H -1.343 -2.897 -3.838
H -0.974 -3.971 -5.189
H 1.076 -2.487 -3.463
H 0.595 -2.009 -5.082
H 2.747 -3.220 -5.159
H 1.508 -4.144 -6.011

Atoms 1-2, force components in eV/Å:
1.3 0.1 0.3
-1.6 1.1 0.8

The spin multiplicity is 1. The LUMO energy is -0.6 eV. The calculated total energy is -74612.0483 eV. The value obtained for the largest force on an atom is 2.11 eV/Å. The HOMO energy comes out at -7.9363 eV.

***

Here is a structure of composition C32H31BrCoN9O3P in a non-equilibrium geometry from the Open Molecules 2025 dataset. Energies are from ωB97M-V with the def2-TZVPD basis set.

Positions of all 78 atoms, in Å:
Co -0.320 0.042 -0.008
C -3.946 1.612 -1.353
O -4.668 0.428 -1.612
C -4.020 -0.776 -1.643
C -4.712 -1.801 -2.257
C -4.156 -3.072 -2.398
C -2.881 -3.305 -1.954
C -2.142 -2.307 -1.292
C -0.789 -2.587 -0.939
N -0.048 -1.706 -0.337
N 1.261 -1.747 -0.074
C 1.522 -0.330 1.847
O 0.323 -0.118 2.199
C 2.645 -0.425 2.710
C 2.548 0.128 4.010
C 3.611 0.094 4.876
C 4.814 -0.502 4.502
C 4.910 -1.104 3.253
C 3.853 -1.076 2.373
C -2.730 -1.011 -1.053
O -2.173 -0.077 -0.364
H -2.998 1.641 -1.895
H -3.742 1.726 -0.287
H -4.584 2.429 -1.696
H -5.695 -1.588 -2.651
H -4.724 -3.854 -2.880
H -2.419 -4.270 -2.112
H -0.371 -3.546 -1.237
H 1.619 0.597 4.293
H 3.520 0.536 5.858
H 5.651 -0.520 5.182
H 5.828 -1.607 2.973
H 3.937 -1.609 1.442
C 4.908 -0.062 -1.231
N 3.692 -0.661 -0.754
C 3.487 -2.009 -0.788
C 2.268 -2.556 -0.521
N 1.640 -0.428 0.399
C 2.718 0.188 -0.248
P 2.441 1.686 -1.266
C 1.156 2.592 -0.215
N -0.140 1.977 0.268
C -0.420 2.592 1.584
C 0.726 3.590 1.830
N 1.764 3.147 0.947
C 3.022 3.840 0.824
C 1.200 1.108 -2.462
N 0.182 0.310 -2.169
C -0.386 -0.041 -3.344
C 0.299 0.543 -4.370
N 1.309 1.262 -3.805
C 2.232 2.132 -4.472
H 5.760 -0.713 -1.043
H 5.057 0.879 -0.701
H 4.841 0.154 -2.304
H 4.337 -2.626 -1.030
H 2.086 -3.614 -0.593
H -0.759 1.918 2.361
H 1.096 3.704 2.848
H 3.223 4.393 1.740
H 3.052 4.536 -0.022
H 3.820 3.102 0.686
H -1.246 -0.679 -3.373
H 0.168 0.482 -5.429
H 1.917 2.261 -5.505
H 3.242 1.719 -4.455
H 2.252 3.109 -3.983
Br 1.109 5.916 -2.521
C 0.525 4.996 -0.957
C 0.322 5.601 0.210
C -0.194 4.757 1.320
C -1.223 3.682 0.879
N -0.919 3.027 -0.401
C 0.277 3.549 -1.094
H 0.473 6.658 0.356
H -0.561 5.369 2.144
H -2.283 3.881 1.007
H 0.230 3.238 -2.143

Atoms 1-2, force components in eV/Å:
0.0 1.2 0.1
0.2 0.5 0.0

The spin multiplicity is 4. The calculation puts the energy above the lowest of the compared OMol25 structures with the same formula, charge and spin at 211.3 kcal/mol. The LUMO energy (spin up / spin down) is 0.2 / -0.8 eV. The calculated total energy is -170190.4831 eV. The value obtained for the largest force on an atom is 2.31 eV/Å. Its expectation value of S² is 3.805. The HOMO energy (spin up / spin down) comes out at -4.6503 / -6.7908 eV.